C5H11NO | ωB97M-V/def2-TZVPD

Structure (XYZ):
```
18
Properties=species:S:1:pos:R:3:forces:R:3:nbo_charge:R:1
C -1.542 2.293 -0.569 -0.203 0.190 0.038 -0.25
C -0.215 -0.248 0.833 -0.223 0.052 0.148 -0.25
H -1.109 3.304 -0.556 -0.026 -0.126 0.056 0.17
C 0.999 -2.378 0.397 0.036 -0.144 0.026 -0.41
H 2.312 0.191 -0.791 -0.146 -0.070 0.009 0.19
C 1.278 -0.130 -0.629 0.144 0.111 -0.197 -0.23
H 0.740 1.719 0.456 -0.089 -0.100 -0.109 0.17
H 0.695 -2.855 1.336 0.056 0.059 -0.137 0.20
H 1.995 -2.752 0.133 -0.150 0.031 0.041 0.20
H 0.879 -0.589 -1.550 0.054 0.044 0.131 0.18
H -1.091 -0.742 0.376 0.128 0.029 0.038 0.17
H -1.877 2.041 0.447 0.012 -0.003 -0.144 0.17
H 0.291 -2.686 -0.396 0.084 0.065 0.111 0.16
C 0.271 0.891 -0.094 0.134 -0.024 0.118 0.09
N 1.050 -0.946 0.571 0.011 -0.103 0.005 -0.42
H -2.407 2.288 -1.236 0.108 0.048 0.101 0.19
H -0.420 -0.043 1.890 0.038 -0.002 -0.155 0.19
O -0.621 1.351 -1.065 0.031 -0.054 -0.080 -0.53
```
Forces are in eV/Å.

ΔE to the lowest compared entry with this formula, charge and spin, kcal per mole: 54.7
E_tot, hartree: -327.04411
E_LUMO, eV: 1.1
SMILES: COC1CN(C)C1
Kohn-Sham gap, eV: 9.816
Net charge: 0